(1)
C7H28N10O7 | wB97M-V/def2-TZVPD

The geometry in XYZ format:
```
52
Properties=species:S:1:pos:R:3:nbo_charge:R:1
N -3.361 -4.499 -0.880 -0.845
C -2.150 -3.961 -0.458 0.785
N -1.236 -3.726 -1.396 -0.829
O -1.917 -3.874 0.769 -0.741
H -4.138 -4.403 -0.249 0.409
H -3.522 -4.564 -1.908 0.384
H -1.365 -3.906 -2.360 0.385
H -0.288 -3.571 -1.124 0.440
N 2.561 2.675 0.924 -0.865
C 1.729 1.888 1.781 0.794
N 2.327 1.308 2.851 -0.815
O 0.545 1.622 1.407 -0.762
H 3.470 2.975 1.263 0.383
H 2.077 3.367 0.321 0.434
H 1.864 0.556 3.302 0.442
H 3.273 1.463 3.057 0.391
N 0.214 -1.473 0.470 -0.848
C 1.102 -1.572 -0.526 0.774
N 1.406 -0.374 -1.067 -0.827
O 1.381 -2.683 -1.034 -0.723
H -0.163 -2.343 0.867 0.417
H 0.101 -0.647 1.010 0.414
H 2.256 -0.424 -1.605 0.394
H 1.387 0.412 -0.475 0.405
N 1.540 2.628 -2.536 -0.865
C 0.865 3.600 -1.844 0.762
N -0.470 3.570 -1.861 -0.822
O 1.454 4.551 -1.410 -0.696
H 1.099 1.788 -2.792 0.411
H 2.418 2.916 -2.885 0.402
H -0.932 2.757 -2.231 0.388
H -0.992 4.134 -1.192 0.423
N -0.957 -1.891 3.487 -0.838
C 0.369 -2.204 3.464 0.784
N 0.609 -3.485 3.039 -0.847
O 1.289 -1.475 3.816 -0.696
H -1.555 -2.417 2.842 0.398
H -1.218 -0.934 3.364 0.395
H -0.083 -4.004 2.491 0.411
H 1.570 -3.680 2.893 0.402
C -0.959 -0.804 -3.166 -0.249
O -0.072 0.134 -3.857 -0.759
H -1.075 -1.659 -3.770 0.161
H -0.528 -1.005 -2.182 0.205
H -1.938 -0.328 -3.039 0.167
H 0.066 -0.216 -4.763 0.474
C -1.400 4.303 1.355 -0.258
O -1.761 3.123 0.631 -0.772
H -0.689 4.982 0.820 0.160
H -2.280 4.911 1.639 0.181
H -0.968 3.930 2.230 0.176
H -0.955 2.528 0.516 0.506
```

## Properties
**Max |F|**: 2.95 eV Å⁻¹
**HOMO-LUMO gap**: 9.993 eV
**Electronic energy**: -36951.5896 eV
**Structure (SMILES)**: NC(N)=O.NC(N)=O.NC(N)=O.NC(N)=O.NC(N)=O.CO.CO
**Relative energy (zero: lowest compared OMol25 entry of this formula, charge and spin)**: 0.000 eV
**LUMO**: 0.4 eV

***

(2)
C18H33IN2O8 | wB97M-V/def2-TZVPD

The geometry in XYZ format:
```
62
Properties=species:S:1:pos:R:3:nbo_charge:R:1
C 1.484 1.096 5.044 -0.282
O 2.261 2.113 4.319 -0.554
C 2.496 1.724 2.915 -0.075
C 1.199 2.012 1.936 -0.456
C 0.830 0.710 0.960 -0.464
C -0.647 0.057 1.307 0.360
N -1.011 -0.053 2.802 -0.860
O -0.837 -1.373 0.891 -0.531
C -2.276 -1.565 1.269 0.991
O -2.882 -2.748 1.559 -0.567
O -2.985 -0.244 1.230 -0.558
C -1.987 0.670 0.587 0.188
I -2.421 2.832 0.931 0.146
C -2.273 0.394 -1.004 -0.492
C -1.503 1.439 -2.009 -0.426
C -0.925 0.588 -3.328 -0.424
C -0.517 1.718 -4.444 -0.419
C 0.477 1.193 -5.637 -0.420
C 1.599 0.090 -5.174 -0.419
C 0.994 -1.458 -5.325 -0.445
C 2.033 -2.488 -4.587 -0.095
O 1.404 -3.602 -3.862 -0.538
C 1.180 -3.297 -2.441 0.796
C -0.263 -3.836 -1.792 -0.731
O 2.023 -2.680 -1.610 -0.598
H 1.723 1.068 6.196 0.222
H 1.615 0.009 4.622 0.159
H 0.335 1.378 4.898 0.179
H 3.429 2.350 2.526 0.205
H 2.836 0.584 2.897 0.170
H 0.288 2.268 2.627 0.228
H 1.428 2.994 1.308 0.231
H 0.937 1.029 -0.185 0.241
H 1.712 -0.075 1.136 0.248
H -0.137 -0.377 3.278 0.379
H -1.303 0.874 3.183 0.381
H -3.446 0.500 -1.196 0.251
H -1.973 -0.698 -1.368 0.242
H -0.527 1.930 -1.529 0.205
H -2.166 2.338 -2.373 0.223
H -1.837 -0.104 -3.663 0.207
H -0.028 -0.046 -2.912 0.215
H -0.145 2.664 -3.864 0.214
H -1.535 2.041 -4.976 0.215
H -0.094 0.782 -6.590 0.214
H 1.087 2.146 -6.015 0.215
H 1.862 0.223 -4.024 0.203
H 2.611 0.228 -5.779 0.222
H -0.124 -1.551 -4.993 0.227
H 1.028 -1.677 -6.495 0.211
H 2.680 -2.986 -5.458 0.199
H 2.785 -1.845 -3.961 0.212
H -0.436 -4.989 -2.050 0.244
H -0.113 -3.800 -0.609 0.264
H -1.182 -3.192 -2.138 0.243
C -1.724 -0.074 7.532 -0.484
N -0.651 0.955 7.609 0.520
O -0.736 1.920 6.841 -0.371
O 0.246 0.763 8.438 -0.375
H -2.442 0.222 6.764 0.236
H -1.252 -1.024 7.273 0.239
H -2.204 -0.122 8.511 0.240
```

## Properties
**Max |F|**: 10.10 eV Å⁻¹
**HOMO-LUMO gap**: 9.619 eV
**Electronic energy**: -46648.8875 eV
**Structure (SMILES)**: COCCC[C@]1(N)OC(=O)O[C@]1(I)CCCCCCCCOC(C)=O.C[N+](=O)[O-]
**LUMO**: -0.2 eV

***

(3)
C22H24N9O4RbS | wB97M-V/def2-TZVPD

The geometry in XYZ format:
```
61
Properties=species:S:1:pos:R:3:nbo_charge:R:1
Rb 2.418 0.123 -1.040 0.924
C -2.108 -0.831 -4.463 -0.686
C -1.085 -0.607 -3.380 0.155
N 0.129 -1.000 -3.447 -0.168
N 0.537 -1.539 -4.629 -0.467
C 1.121 -2.696 -4.603 0.263
N 1.585 -3.120 -5.871 -0.844
S 1.368 -3.792 -3.296 -0.556
C -1.505 0.171 -2.177 0.192
C -2.855 0.426 -1.925 -0.268
C -3.203 1.231 -0.851 -0.186
C -2.205 1.767 -0.056 -0.291
C -0.888 1.436 -0.358 0.053
N -0.553 0.656 -1.376 -0.412
H -1.609 -1.240 -5.337 0.254
H -2.604 0.107 -4.724 0.202
H -2.875 -1.539 -4.133 0.207
H 1.801 -2.324 -6.460 0.361
H 2.372 -3.742 -5.756 0.373
H -3.622 0.014 -2.565 0.209
H -4.246 1.448 -0.649 0.199
H -2.430 2.432 0.767 0.209
H -0.066 1.835 0.231 0.225
N 1.992 -2.622 0.355 -0.880
C 3.306 -3.196 0.548 -0.217
C 3.950 -3.530 -0.795 -0.228
N 4.229 -2.347 -1.600 -0.869
H 1.607 -2.137 1.153 0.393
H 1.332 -3.239 -0.096 0.369
H 3.312 -4.117 1.159 0.135
H 3.921 -2.459 1.072 0.193
H 3.259 -4.164 -1.354 0.210
H 4.853 -4.127 -0.610 0.152
H 3.872 -2.444 -2.542 0.386
H 5.201 -2.082 -1.604 0.358
O 2.619 3.252 0.885 -0.799
C 3.526 2.483 0.481 0.664
O 3.845 1.382 1.035 -0.842
C 4.274 2.829 -0.831 0.675
O 5.333 3.476 -0.735 -0.769
O 3.731 2.386 -1.890 -0.843
N -6.859 3.275 5.250 -0.350
C -5.840 2.894 4.878 0.299
C -4.562 2.417 4.413 -0.226
C -4.484 1.292 3.592 -0.136
C -3.263 0.833 3.147 -0.265
C -2.085 1.479 3.535 0.300
C -2.162 2.610 4.348 -0.252
C -3.389 3.075 4.777 -0.146
N -0.846 1.011 3.104 -0.412
C 0.337 1.734 2.954 -0.117
C 1.263 0.857 2.502 -0.082
N 0.697 -0.409 2.382 -0.465
C -0.547 -0.277 2.732 0.172
H -5.395 0.793 3.288 0.222
H -3.215 -0.003 2.464 0.238
H -1.254 3.112 4.650 0.235
H -3.445 3.952 5.409 0.223
H 0.400 2.801 3.075 0.236
H 2.288 1.064 2.189 0.305
H -1.275 -1.072 2.774 0.188
```

## Properties
**Max |F|**: 0.41 eV Å⁻¹
**Net charge**: -2
**HOMO-LUMO gap**: 4.519 eV
**Electronic energy**: -56297.6122 eV
**Relative energy (zero: lowest compared OMol25 entry of this formula, charge and spin)**: 0.865 eV
**LUMO**: 3.3 eV

***

- What is the formula in the third record?
  C22H24N9O4RbS